Formula: C42H50BN11Ru
Source: the Open Molecules 2025 dataset
Level of theory: wB97M-V/def2-TZVPD

Calculated values
HOMO (spin up / spin down) (eV): -12.0 / -13.7
Frontier orbital gap (spin up / spin down) (Ha): 0.2179 / 0.2168

```
! wB97M-V def2-TZVPD RIJCOSX def2/J DEFGRID3
* xyz 2 5
Ru 0.867 0.537 -0.121
C -0.825 3.736 -0.569
C 0.057 3.510 0.608
C 0.363 4.401 1.627
C 1.242 3.731 2.454
N 1.470 2.510 1.960
N 0.710 2.349 0.835
B 2.532 1.436 2.386
N 3.412 1.140 1.102
C 4.737 1.237 0.959
C 5.048 1.183 -0.390
C 3.831 1.058 -1.055
C 3.539 0.982 -2.516
N 2.855 1.027 -0.132
N 1.747 0.154 2.766
C 1.637 -0.552 3.894
C 0.714 -1.565 3.696
C 0.286 -1.429 2.383
C -0.706 -2.244 1.620
N 0.912 -0.377 1.828
N 3.438 1.934 3.461
C 4.120 3.119 3.514
C 5.142 2.977 4.403
C 5.054 1.636 4.852
C 5.945 0.934 5.827
N 4.051 1.007 4.271
H -1.872 3.784 -0.260
H -0.581 4.689 -1.038
H -0.706 2.957 -1.319
H -0.001 5.408 1.744
H 1.701 4.047 3.376
H 5.377 1.344 1.822
H 6.028 1.253 -0.833
H 4.021 0.114 -2.968
H 2.467 0.920 -2.706
H 3.916 1.869 -3.024
H 2.232 -0.299 4.755
H 0.403 -2.308 4.411
H -1.051 -3.078 2.228
H -1.579 -1.651 1.338
H -0.263 -2.655 0.711
H 3.850 3.966 2.905
H 5.850 3.727 4.712
H 6.326 1.629 6.573
H 5.407 0.136 6.334
H 6.803 0.492 5.319
C -5.613 -1.767 -1.217
C -4.797 -1.387 -2.466
C -4.636 -2.621 -3.353
C -5.536 -0.293 -3.253
C -3.459 -0.843 -1.997
C -3.400 0.290 -1.185
C -2.193 0.741 -0.709
N -1.026 0.141 -1.006
C -1.057 -0.948 -1.805
C -2.239 -1.449 -2.304
C 0.246 -1.629 -1.990
C 0.464 -2.669 -2.861
C 1.685 -3.351 -2.864
C 2.628 -2.952 -1.913
C 2.373 -1.879 -1.091
N 1.216 -1.194 -1.154
C 1.932 -4.517 -3.807
C 1.183 -4.317 -5.132
C 1.400 -5.779 -3.101
C 3.428 -4.686 -4.095
H -6.536 -2.258 -1.526
H -5.885 -0.889 -0.629
H -5.063 -2.458 -0.575
H -5.622 -2.979 -3.646
H -4.137 -3.441 -2.831
H -4.086 -2.395 -4.270
H -6.519 -0.663 -3.544
H -4.993 -0.023 -4.160
H -5.687 0.611 -2.661
H -4.296 0.828 -0.908
H -2.138 1.600 -0.062
H -2.215 -2.330 -2.925
H -0.320 -2.959 -3.544
H 3.576 -3.460 -1.816
H 3.100 -1.536 -0.368
H 0.102 -4.414 -5.017
H 1.495 -5.086 -5.838
H 1.403 -3.346 -5.580
H 0.329 -5.703 -2.901
H 1.917 -5.955 -2.156
H 1.563 -6.646 -3.742
H 3.873 -3.766 -4.480
H 3.560 -5.460 -4.850
H 3.987 -5.004 -3.214
C -2.004 1.551 2.619
C -3.078 2.434 2.468
C -2.978 3.800 2.837
C -4.037 4.661 2.669
C -5.240 4.196 2.124
C -5.370 2.850 1.760
C -4.313 1.989 1.928
C -6.346 5.098 1.939
N -7.225 5.822 1.785
H -2.107 0.506 2.351
H -1.070 1.863 3.069
H -2.051 4.158 3.267
H -3.956 5.700 2.959
H -6.313 2.501 1.358
H -4.422 0.941 1.671
*
```

***

Formula: C42H50BrN7O5PSTi
Source: the Open Molecules 2025 dataset
Level of theory: wB97M-V/def2-TZVPD

Calculated values
Energy relative to the best compared isomer or geometry (same formula, charge and spin) (kJ/mol): 11.5
HOMO (eV): -15.5
Frontier orbital gap (Ha): 0.2302

```
! wB97M-V def2-TZVPD RIJCOSX def2/J DEFGRID3
* xyz 3 1
Ti 0.103 -1.007 -0.337
C -3.722 4.676 4.695
C -2.716 3.819 3.989
C -1.567 3.373 4.640
C -0.629 2.593 3.986
C -0.846 2.249 2.656
C -1.963 2.720 1.968
C -2.893 3.486 2.641
S 0.384 1.377 1.783
O 1.542 1.207 2.613
O 0.483 1.975 0.479
N -0.128 -0.213 1.426
C -0.469 -1.072 2.516
C -0.614 -0.737 3.838
C -1.015 -1.700 4.792
C -1.252 -2.996 4.441
C -1.063 -3.394 3.096
C -1.218 -4.718 2.642
C -0.967 -5.025 1.329
C -0.572 -4.003 0.462
N -0.438 -2.748 0.854
C -0.672 -2.425 2.152
H -3.543 4.705 5.767
H -4.735 4.312 4.520
H -3.675 5.699 4.316
H -1.399 3.651 5.672
H 0.274 2.278 4.492
H -2.076 2.525 0.910
H -3.763 3.859 2.114
H -0.429 0.263 4.188
H -1.133 -1.385 5.820
H -1.562 -3.727 5.175
H -1.524 -5.487 3.341
H -1.061 -6.034 0.955
H -0.359 -4.217 -0.579
Br -6.218 -1.268 3.588
C -4.953 -1.370 2.208
C -4.754 -2.573 1.542
C -3.801 -2.651 0.540
C -3.053 -1.526 0.207
C -3.262 -0.327 0.871
C -4.215 -0.241 1.867
N -2.017 -1.611 -0.776
C -2.242 -2.228 -1.865
C -1.136 -2.462 -2.790
C -1.356 -3.018 -4.033
C -0.275 -3.211 -4.886
C 0.979 -2.838 -4.446
C 1.122 -2.295 -3.175
N 0.094 -2.106 -2.341
H -5.334 -3.445 1.812
H -3.621 -3.599 0.046
H -2.678 0.540 0.600
H -4.381 0.694 2.385
H -3.234 -2.596 -2.117
H -2.360 -3.294 -4.329
H -0.417 -3.643 -5.868
H 1.854 -2.963 -5.068
H 2.092 -1.987 -2.817
C -1.829 3.742 -2.099
C -1.838 2.452 -2.936
C -0.987 2.607 -4.207
C -3.275 2.035 -3.282
C -1.232 1.389 -2.126
N -0.766 0.556 -1.491
H -2.240 4.547 -2.708
H -0.821 4.016 -1.791
H -2.452 3.642 -1.210
H -1.392 3.431 -4.793
H -1.023 1.705 -4.819
H 0.053 2.828 -3.969
H -3.725 2.820 -3.888
H -3.881 1.907 -2.385
H -3.292 1.111 -3.861
C 5.365 1.715 0.633
C 4.282 0.666 0.670
O 3.098 1.179 0.002
P 2.189 0.537 -1.113
O 1.846 1.753 -2.051
C 2.200 3.162 -1.822
C 3.517 3.512 -2.458
O 3.146 -0.422 -1.947
C 4.320 0.047 -2.686
C 5.029 -1.161 -3.240
H 6.231 1.363 1.194
H 5.012 2.636 1.093
H 5.692 1.930 -0.384
H 3.987 0.464 1.697
H 4.588 -0.266 0.186
H 2.187 3.339 -0.750
H 1.383 3.716 -2.279
H 4.348 3.005 -1.968
H 3.681 4.586 -2.359
H 3.522 3.272 -3.521
H 4.958 0.600 -1.997
H 3.973 0.724 -3.465
H 5.349 -1.824 -2.436
H 5.910 -0.848 -3.798
H 4.386 -1.719 -3.923
N 3.453 -2.691 1.695
C 3.536 -3.522 0.606
C 2.601 -3.077 -0.269
N 1.955 -1.979 0.275
C 2.499 -1.781 1.468
H 4.018 -2.745 2.529
H 4.234 -4.339 0.551
H 2.357 -3.477 -1.235
H 2.231 -1.001 2.163
*
```

***

Formula: C42H50Cl5CuN2O4P2
Source: the Open Molecules 2025 dataset
Level of theory: wB97M-V/def2-TZVPD

Calculated values
HOMO (eV): -1.0
Frontier orbital gap (Ha): 0.1803

```
! wB97M-V def2-TZVPD RIJCOSX def2/J DEFGRID3
* xyz -2 1
Cu 0.879 0.714 1.043
C 0.567 -3.644 -0.558
C 1.848 -2.939 -0.986
C 1.810 -2.578 -2.466
P 1.987 -1.357 0.052
C 3.799 -0.945 -0.278
C 4.451 -0.403 0.988
C 3.854 0.121 -1.372
C 2.128 -2.121 1.709
C 3.053 -3.095 2.044
C 3.182 -3.573 3.341
C 4.094 -4.719 3.676
C 2.421 -2.963 4.337
C 1.489 -2.004 4.029
C 1.246 -1.613 2.692
N 0.262 -0.754 2.337
C -0.923 -0.731 2.959
C -1.403 -1.814 3.740
C -2.562 -1.736 4.469
C -3.331 -0.572 4.468
C -4.553 -0.453 5.337
C -2.968 0.433 3.586
C -1.836 0.353 2.789
P -1.516 1.427 1.359
C -3.119 1.284 0.348
C -4.498 1.258 1.006
C -2.940 -0.006 -0.455
C -1.486 3.197 2.000
C -0.534 3.225 3.190
C -2.794 3.909 2.321
H 0.345 -4.498 -1.203
H -0.263 -2.943 -0.610
H 0.652 -3.993 0.470
H 2.706 -3.599 -0.796
H 1.086 -1.781 -2.617
H 1.519 -3.434 -3.079
H 2.783 -2.233 -2.810
H 4.327 -1.851 -0.617
H 3.774 0.308 1.457
H 5.378 0.116 0.746
H 4.667 -1.192 1.705
H 3.467 1.058 -0.975
H 3.253 -0.156 -2.235
H 4.882 0.285 -1.701
H 3.693 -3.506 1.273
H 4.663 -5.029 2.801
H 3.512 -5.577 4.024
H 4.794 -4.455 4.471
H 2.564 -3.258 5.372
H 0.921 -1.526 4.815
H -0.834 -2.733 3.742
H -2.880 -2.589 5.059
H -4.409 -0.985 6.276
H -5.432 -0.877 4.845
H -4.765 0.593 5.557
H -3.590 1.316 3.529
H -3.067 2.139 -0.343
H -4.588 0.391 1.658
H -5.266 1.171 0.231
H -4.710 2.153 1.586
H -2.929 -0.863 0.218
H -1.995 0.006 -0.990
H -3.753 -0.142 -1.170
H -1.005 3.729 1.167
H -0.989 2.758 4.061
H -0.260 4.250 3.445
H 0.370 2.671 2.942
H -3.309 3.433 3.152
H -3.448 3.929 1.453
H -2.583 4.942 2.604
Cl 5.069 4.672 2.304
C 3.404 4.132 2.555
Cl 3.189 3.758 4.267
Cl 2.324 5.465 2.118
C 3.056 2.828 1.574
O 3.639 2.884 0.521
O 2.282 2.052 2.122
Cl -0.113 0.803 -7.075
C -0.556 -0.735 -6.400
C -0.525 -1.831 -7.247
C -0.810 -3.093 -6.753
C -1.155 -3.246 -5.418
C -1.201 -2.143 -4.586
Cl -1.712 -2.332 -2.942
C -0.878 -0.844 -5.035
N -0.817 0.183 -4.154
C -1.201 1.495 -4.358
C -2.310 1.807 -5.140
C -2.745 3.115 -5.246
C -2.092 4.117 -4.550
C -0.986 3.808 -3.772
C -0.501 2.512 -3.682
C 0.757 2.192 -2.938
C 0.550 1.384 -1.616
O 0.886 1.960 -0.574
O 0.104 0.223 -1.722
H -0.254 -1.689 -8.281
H -0.761 -3.950 -7.409
H -1.404 -4.218 -5.022
H -0.461 0.008 -3.172
H -2.841 1.011 -5.647
H -3.606 3.348 -5.860
H -2.438 5.141 -4.615
H -0.479 4.593 -3.228
H 1.300 3.098 -2.675
H 1.399 1.560 -3.559
*
```

***

Formula: C42H50F24N2O16
Source: the Open Molecules 2025 dataset
Level of theory: wB97M-V/def2-TZVPD

Calculated values
Energy relative to the best compared isomer or geometry (same formula, charge and spin) (kJ/mol): 0.0
HOMO (eV): -9.7
Structure (SMILES): CCOC(=O)C(F)(F)F.CCOC(=O)C(F)(F)F.CCOC(=O)C(F)(F)F.CCOC(=O)C(F)(F)F.CCOC(=O)C(F)(F)F.CCOC(=O)C(F)(F)F.CCOC(=O)C(F)(F)F.CCOC(=O)C(F)(F)F.c1ccncc1.c1ccncc1
Frontier orbital gap (Ha): 0.3724

```
! wB97M-V def2-TZVPD RIJCOSX def2/J DEFGRID3
* xyz 0 1
C 3.956 3.050 0.180
C 2.683 3.839 0.491
O 1.766 4.187 -0.671
C 1.615 5.361 -1.144
O 2.177 6.381 -0.827
C 0.624 5.247 -2.330
F -0.304 4.315 -2.158
F 0.112 6.447 -2.585
F 1.282 4.888 -3.404
H 3.693 1.978 -0.006
H 4.539 3.130 1.101
H 4.495 3.518 -0.632
H 2.877 4.830 0.922
H 2.021 3.163 1.094
C 0.668 7.518 2.904
C -0.257 7.098 1.778
O -1.451 6.241 2.213
C -1.300 4.958 2.374
O -0.325 4.296 2.189
C -2.709 4.358 2.771
F -3.596 4.408 1.705
F -2.588 3.111 3.172
F -3.200 5.075 3.821
H 1.489 7.994 2.405
H 1.192 6.646 3.368
H 0.073 8.192 3.505
H 0.209 6.579 0.943
H -0.803 7.884 1.265
C 3.568 -4.037 -2.498
C 4.097 -2.765 -1.841
O 5.281 -2.328 -2.682
C 5.769 -1.115 -2.410
O 5.411 -0.299 -1.638
C 6.998 -0.867 -3.369
F 6.482 -0.791 -4.589
F 7.562 0.313 -3.099
F 7.926 -1.815 -3.241
H 2.514 -4.006 -2.299
H 4.099 -4.919 -2.193
H 3.592 -3.783 -3.548
H 4.513 -2.845 -0.820
H 3.441 -1.863 -1.837
C 2.097 -0.809 5.921
C 0.990 0.188 5.547
O -0.346 -0.424 5.820
C -1.343 0.284 5.417
O -1.331 1.408 4.930
C -2.697 -0.359 5.805
F -2.950 0.012 7.105
F -3.612 0.192 5.034
F -2.808 -1.679 5.704
H 2.160 -0.980 6.982
H 3.134 -0.440 5.609
H 1.938 -1.726 5.285
H 0.935 0.500 4.523
H 1.017 1.093 6.189
C -3.379 2.164 -1.198
C -3.425 0.669 -0.929
O -4.826 0.202 -0.970
C -5.027 -0.979 -0.496
O -4.241 -1.790 -0.156
C -6.605 -1.264 -0.411
F -6.910 -2.262 0.413
F -7.404 -0.223 -0.098
F -6.895 -1.596 -1.637
H -3.931 2.744 -0.514
H -3.780 2.317 -2.197
H -2.320 2.328 -1.222
H -3.124 0.397 0.053
H -2.900 0.122 -1.693
C -1.116 -5.069 -1.018
C -0.085 -4.393 -0.159
O 1.017 -5.358 0.042
C 2.011 -4.895 0.860
O 2.080 -3.845 1.377
C 3.156 -5.979 0.961
F 3.781 -5.967 -0.265
F 4.022 -5.612 1.843
F 2.674 -7.135 1.267
H -2.081 -4.600 -0.880
H -1.039 -6.095 -0.723
H -0.897 -5.026 -2.071
H -0.462 -4.101 0.817
H 0.341 -3.559 -0.737
C 4.303 2.178 -3.960
C 3.193 1.134 -3.896
O 1.814 1.837 -4.081
C 0.935 1.079 -4.675
O 1.066 -0.083 -4.967
C -0.476 1.812 -4.828
F -0.393 3.103 -4.879
F -0.962 1.324 -5.968
F -1.275 1.422 -3.836
H 4.233 2.762 -3.033
H 4.251 2.736 -4.861
H 5.278 1.642 -3.891
H 3.043 0.602 -2.947
H 3.260 0.360 -4.665
C -6.401 -3.247 3.495
C -5.254 -3.675 2.696
O -4.265 -2.503 2.564
C -3.112 -2.678 1.967
O -2.656 -3.698 1.561
C -2.201 -1.378 1.945
F -1.371 -1.248 0.964
F -2.987 -0.248 1.980
F -1.466 -1.317 3.062
H -6.950 -2.459 3.015
H -6.049 -2.948 4.491
H -7.027 -4.147 3.675
H -5.484 -3.943 1.647
H -4.712 -4.473 3.181
C -2.204 -2.957 -4.451
C -2.226 -2.323 -3.182
C -1.036 -2.125 -2.472
N 0.128 -2.548 -2.934
C 0.163 -3.106 -4.136
C -0.930 -3.330 -4.953
H -3.114 -3.091 -5.033
H -3.124 -1.972 -2.729
H -0.997 -1.637 -1.500
H 1.174 -3.446 -4.423
H -0.803 -3.895 -5.836
C 1.239 0.026 1.727
C 1.521 -0.673 0.563
C 0.961 -0.188 -0.636
N 0.181 0.841 -0.716
C -0.087 1.550 0.398
C 0.473 1.215 1.605
H 1.577 -0.275 2.707
H 2.081 -1.577 0.552
H 1.145 -0.663 -1.586
H -0.710 2.420 0.287
H 0.246 1.789 2.488
*
```